Record 1
A 4-piece molecular cluster, C16H44ClN3O5 overall, computed with the ωB97M-V functional and the def2-TZVPD basis.

- Net charge: +2
- Lowest unoccupied orbital energy: -0.169 hartree

Geometry as XYZ:
```
69
C16H44ClN3O5 (the ωB97M-V functional and the def2-TZVPD basis)
C 1.011 4.279 -5.371
O 0.291 3.490 -4.377
C 1.161 2.568 -3.634
C 1.643 3.206 -2.328
N 0.386 3.499 -1.389
H -0.318 2.778 -1.322
H 0.850 3.509 -0.492
C -0.465 4.758 -1.592
C -1.328 4.956 -0.427
O -2.285 3.899 -0.592
C -3.183 4.075 0.516
H 0.392 5.175 -5.428
H 0.937 3.918 -6.396
H 2.019 4.658 -5.202
H 2.002 2.271 -4.261
H 0.557 1.707 -3.347
H 2.435 3.955 -2.341
H 2.194 2.413 -1.824
H -0.985 4.803 -2.549
H 0.207 5.611 -1.500
H -1.714 5.973 -0.504
H -0.832 5.056 0.538
H -3.952 3.330 0.313
H -3.582 5.088 0.457
H -2.732 3.906 1.494
C -2.232 1.692 4.656
O -0.873 1.135 4.383
C -0.418 1.555 3.185
C 0.812 0.783 2.779
N 0.613 -0.754 2.892
H 0.269 -0.894 3.832
H -0.084 -1.068 2.231
C 1.913 -1.566 2.660
C 1.656 -3.003 3.194
O 1.207 -3.057 4.525
C 0.294 -4.148 4.843
H -2.340 2.761 4.840
H -2.568 1.261 5.599
H -3.007 1.494 3.916
H -0.118 2.599 3.278
H -1.245 1.352 2.505
H 1.712 0.954 3.369
H 1.108 1.197 1.816
H 2.569 -1.020 3.339
H 2.243 -1.520 1.623
H 2.573 -3.584 3.096
H 0.933 -3.554 2.593
H -0.566 -4.135 4.174
H -0.167 -4.089 5.829
H 0.899 -5.054 4.889
C 1.357 -3.552 -0.914
C 0.625 -3.417 -2.235
C 0.275 -4.793 -2.810
O -0.846 -5.407 -2.312
C -1.016 -6.707 -2.752
N -0.701 -2.589 -1.900
H -0.500 -1.604 -1.797
H -1.454 -2.562 -2.573
H -1.082 -2.781 -0.984
H 1.621 -2.621 -0.412
H 2.300 -4.095 -0.969
H 0.822 -4.229 -0.249
H 1.145 -2.756 -2.929
H 1.060 -5.543 -2.712
H 0.101 -4.658 -3.878
H -1.945 -7.167 -2.414
H -0.212 -7.350 -2.393
H -1.014 -6.806 -3.837
Cl -0.429 0.422 -0.421
```

=====

Record 2
C27H38N6O4S as an isolated structure, computed with the ωB97M-V functional and the def2-TZVPD basis.

- Lowest unoccupied orbital energy: 0.014 hartree

Geometry as XYZ:
```
76
C27H38N6O4S (the ωB97M-V functional and the def2-TZVPD basis)
C -4.746 -4.718 -1.928
C -3.816 -3.731 -1.293
C -3.282 -2.681 -2.031
C -2.406 -1.778 -1.458
C -2.037 -1.905 -0.122
C -2.570 -2.953 0.619
C -3.448 -3.851 0.041
H -3.851 -4.660 0.635
H -2.297 -3.067 1.659
C -1.090 -0.934 0.531
N 0.133 -0.701 -0.229
C 0.162 0.337 -1.093
O -0.850 0.896 -1.487
C 1.507 0.840 -1.450
C 2.214 1.724 -0.651
N 1.900 2.089 0.618
H 0.936 1.995 0.916
H 2.423 2.883 0.964
C 3.399 2.129 -1.341
N 3.564 1.605 -2.540
S 2.338 0.624 -2.940
C 4.379 3.084 -0.788
O 4.248 3.606 0.307
N 5.426 3.323 -1.603
H 5.459 2.876 -2.503
H 6.138 3.976 -1.326
C 1.279 -1.528 0.074
C 1.968 -1.180 1.396
H 1.378 -1.521 2.248
H 2.071 -0.098 1.466
C 3.351 -1.837 1.454
N 4.180 -1.350 0.364
C 5.110 -2.314 -0.197
C 6.350 -2.516 0.684
H 7.074 -3.170 0.195
O 7.015 -1.291 0.906
C 6.150 -0.347 1.506
C 4.895 -0.116 0.655
H 4.229 0.585 1.158
H 5.198 0.316 -0.303
H 6.724 0.576 1.598
H 5.870 -0.693 2.513
H 6.055 -2.962 1.647
H 4.599 -3.266 -0.355
H 5.431 -1.923 -1.169
H 3.231 -2.918 1.340
H 3.791 -1.650 2.444
H 0.943 -2.571 0.084
H 2.014 -1.411 -0.724
H -0.782 -1.339 1.502
C -1.679 0.464 0.847
O -0.967 1.308 1.360
N -2.986 0.614 0.615
H -3.456 -0.100 0.076
C -3.646 1.903 0.694
C -4.989 1.773 1.409
C -5.669 3.137 1.494
C -5.858 3.732 0.101
C -4.517 3.849 -0.618
C -3.841 2.485 -0.707
H -2.871 2.559 -1.200
H -4.465 1.804 -1.292
H -4.665 4.254 -1.621
H -3.870 4.538 -0.071
H -6.325 4.716 0.180
H -6.526 3.091 -0.479
H -6.635 3.038 1.991
H -5.051 3.809 2.093
H -4.837 1.364 2.409
H -5.626 1.080 0.853
H -2.978 2.551 1.271
H -2.014 -0.961 -2.044
H -3.557 -2.568 -3.070
H -5.386 -5.185 -1.183
H -4.173 -5.503 -2.422
H -5.369 -4.236 -2.678
```

=====

Record 3
The molecule C20H20N8S, computed with the ωB97M-V functional and the def2-TZVPD basis.

- ΔE to the lowest compared entry with this formula, charge and spin: 18.0 kJ/mol
- Lowest unoccupied orbital energy: 0.011 hartree

Geometry as XYZ:
```
49
C20H20N8S (the ωB97M-V functional and the def2-TZVPD basis)
C -4.393 1.064 2.628
C -4.782 1.343 1.314
C -4.046 0.938 0.246
N -4.529 1.230 -1.041
C -4.627 2.640 -1.458
C -5.630 2.853 -2.591
N -5.324 1.971 -3.718
C -5.372 0.540 -3.360
C -4.451 0.213 -2.149
C -2.882 0.243 0.543
C -2.568 -0.010 1.886
N -1.522 -0.733 2.451
C -0.167 -0.826 2.117
N 0.241 -0.309 0.991
C 1.580 -0.633 0.819
C 2.193 -1.377 1.772
C 3.584 -1.822 1.724
C 4.063 -2.838 2.586
N 5.340 -3.298 2.575
C 6.167 -2.701 1.702
C 5.806 -1.690 0.794
C 6.846 -1.099 -0.051
C 8.299 -1.453 -0.078
N 8.963 -0.671 -0.861
N 8.020 0.191 -1.393
C 6.752 -0.047 -0.932
C 4.448 -1.245 0.797
S 1.076 -1.774 3.002
N -3.306 0.365 2.927
H -5.044 1.355 3.427
H -5.687 1.915 1.142
H -4.899 3.241 -0.603
H -3.659 2.972 -1.851
H -5.580 3.866 -2.963
H -6.679 2.677 -2.285
H -4.395 2.236 -4.085
H -5.039 -0.114 -4.224
H -6.394 0.283 -3.100
H -3.446 0.137 -2.511
H -4.778 -0.779 -1.745
H -2.195 -0.110 -0.215
H -1.737 -0.839 3.433
H 2.144 -0.194 0.002
H 3.380 -3.295 3.301
H 7.183 -3.139 1.660
H 8.752 -2.313 0.448
H 8.282 0.989 -1.998
H 5.860 0.528 -1.221
H 4.153 -0.482 0.144
```

=====

Record 4
C28H46BrCoN3P2S as an isolated structure, computed with the ωB97M-V functional and the def2-TZVPD basis.

- 2S+1: 4
- Net charge: +2
- ΔE to the lowest compared entry with this formula, charge and spin: 753.0 kJ/mol
- Lowest unoccupied orbital energy (spin up / spin down): -0.242 / -0.278 hartree
- <S²>: 3.83

Geometry as XYZ:
```
82
C28H46BrCoN3P2S (the ωB97M-V functional and the def2-TZVPD basis)
C -0.515 6.731 -3.677
C -0.788 5.409 -4.091
C -1.067 5.226 -5.479
C -0.904 6.312 -6.362
N -0.538 7.518 -5.948
C -0.378 7.737 -4.654
C -0.795 4.224 -3.210
C -1.173 3.083 -2.874
C -1.945 2.204 -2.127
C -0.978 1.281 -1.721
C -0.851 1.322 -0.250
C -2.243 1.317 0.516
C -3.281 1.977 -0.073
C -3.160 2.421 -1.385
Co -0.048 -0.304 0.133
P 1.827 -0.939 0.573
H -1.336 4.245 -5.897
H -0.346 7.007 -2.629
H -1.052 6.191 -7.442
H -0.110 8.781 -4.398
H -3.923 3.129 -1.707
H -0.295 0.842 -2.463
H -4.107 2.325 0.566
H 0.177 1.568 0.155
C 1.486 -2.408 1.635
C 2.457 -3.550 1.228
H 0.420 -2.731 1.611
H 1.677 -2.064 2.673
H 2.269 -4.444 1.860
H 2.353 -3.858 0.161
H 3.501 -3.207 1.389
C 2.706 -1.344 -1.020
C 3.023 -0.076 -1.825
H 2.150 -2.086 -1.621
H 3.632 -1.781 -0.699
H 3.593 -0.330 -2.733
H 2.113 0.502 -2.110
H 3.632 0.586 -1.187
C 3.082 -0.075 1.542
C 4.450 -0.704 1.668
H 2.626 0.048 2.540
H 3.144 0.944 1.150
H 5.161 -0.024 2.147
H 4.410 -1.594 2.305
H 4.868 -1.000 0.713
Br -2.993 0.547 2.135
P -1.540 -2.330 -0.678
C -0.056 -3.182 -1.141
C -0.051 -4.717 -1.263
H 0.642 -2.944 -0.317
H 0.365 -2.735 -2.047
H 1.002 -5.069 -1.322
H -0.546 -5.161 -0.391
H -0.557 -5.041 -2.177
C -2.158 -2.647 0.974
C -3.656 -2.994 0.992
H -1.924 -1.766 1.602
H -1.589 -3.504 1.359
H -3.977 -3.095 2.033
H -4.256 -2.244 0.459
H -3.800 -3.959 0.510
C -2.060 -1.073 -1.903
C -2.502 -1.250 -3.371
H -1.038 -0.574 -1.963
H -2.781 -0.422 -1.366
H -2.744 -0.229 -3.718
H -1.677 -1.603 -4.007
H -3.406 -1.875 -3.474
C -0.904 0.227 5.932
N -0.696 -0.209 4.519
C 0.482 0.160 3.919
S 0.449 0.928 2.348
N 1.647 -0.093 4.590
C 1.774 -1.049 5.693
H -0.212 0.994 6.311
H -0.702 -0.643 6.546
H -1.914 0.567 6.084
H -1.472 0.103 3.895
H 2.496 0.356 4.292
H 2.794 -1.449 5.726
H 1.583 -0.570 6.658
H 1.054 -1.864 5.576
```

=====

Record 5
The molecule C19H12F3N3O3S, computed with the ωB97M-V functional and the def2-TZVPD basis.

- Lowest unoccupied orbital energy: -0.019 hartree

Geometry as XYZ:
```
41
C19H12F3N3O3S (the ωB97M-V functional and the def2-TZVPD basis)
O 3.813 -2.477 -2.794
C 2.836 -2.138 -2.257
C 1.876 -3.212 -1.789
C 0.652 -2.842 -1.284
C 0.503 -1.352 -1.038
C -0.559 -0.881 -0.217
N -1.275 0.244 -0.310
C -2.066 0.252 0.797
C -3.191 1.023 0.953
C -3.867 0.990 2.192
C -3.557 -0.019 3.103
S -4.366 -0.088 4.691
O -5.825 -0.074 4.466
O -4.020 -1.391 5.220
C -3.577 1.307 5.740
F -2.232 1.230 5.636
F -3.756 1.178 7.142
F -3.983 2.558 5.259
C -2.507 -0.902 2.867
C -1.834 -0.747 1.667
N -0.803 -1.518 1.016
C 1.298 -0.409 -1.700
N 2.520 -0.780 -2.357
C 3.159 0.279 -2.867
C 3.599 0.244 -4.216
C 4.150 1.415 -4.841
C 4.323 2.605 -4.074
C 3.855 2.619 -2.776
C 3.375 1.485 -2.160
H 2.235 -4.228 -2.118
H -0.162 -3.556 -1.056
H -3.545 1.711 0.241
H -4.648 1.769 2.259
H -2.289 -1.830 3.365
H -0.390 -2.451 1.335
H 1.022 0.627 -1.649
H 3.259 -0.631 -4.825
H 4.416 1.381 -5.855
H 4.478 3.561 -4.514
H 4.042 3.473 -2.108
H 3.041 1.573 -1.142
```

=====

Record 6
C17H13BrCeN2O6S5Sb as an isolated structure, computed with the ωB97M-V functional and the def2-TZVPD basis.

- 2S+1: 2
- ΔE to the lowest compared entry with this formula, charge and spin: 212.8 kJ/mol
- Lowest unoccupied orbital energy (spin up / spin down): -0.072 / -0.131 hartree
- <S²>: 0.76

Geometry as XYZ:
```
46
C17H13BrCeN2O6S5Sb (the ωB97M-V functional and the def2-TZVPD basis)
Ce -13.977 9.836 -8.050
S -15.549 11.802 -4.402
Sb -16.906 10.530 -6.109
S -14.874 11.966 -6.155
S -15.872 8.372 -6.461
O -8.360 10.222 -6.170
C -8.654 11.506 -6.280
C -7.651 12.486 -5.968
C -7.999 13.792 -5.760
C -9.382 14.158 -5.883
C -10.315 13.256 -6.437
C -9.997 11.905 -6.539
C -11.008 10.865 -6.892
O -12.157 11.163 -7.289
N -10.596 9.588 -6.764
N -11.459 8.635 -7.130
C -10.871 7.369 -7.067
S -9.644 6.983 -5.855
C -9.238 5.360 -6.422
C -10.178 4.887 -7.507
S -11.428 6.065 -7.971
H -9.286 9.677 -6.424
H -6.680 12.134 -5.853
H -7.242 14.549 -5.460
H -9.601 15.174 -5.627
H -11.280 13.657 -6.776
H -9.225 4.708 -5.557
H -8.211 5.499 -6.781
H -10.702 3.975 -7.256
H -9.578 4.676 -8.404
O -15.035 11.760 -8.518
O -15.463 10.673 -9.424
Br -14.662 4.111 -13.201
C -13.635 5.702 -12.986
C -12.862 6.205 -14.044
C -12.251 7.440 -13.905
C -12.310 8.190 -12.735
C -13.116 7.700 -11.705
C -13.840 6.482 -11.853
C -13.299 8.439 -10.367
O -12.745 9.590 -10.167
O -14.011 7.888 -9.495
H -12.774 5.694 -15.006
H -11.654 7.871 -14.745
H -11.684 9.091 -12.525
H -14.431 6.178 -10.961
```

=====

Record 7
C34H45BHfN15S2 as an isolated structure, computed with the ωB97M-V functional and the def2-TZVPD basis.

- Net charge: +3
- ΔE to the lowest compared entry with this formula, charge and spin: 151.6 kJ/mol
- Lowest unoccupied orbital energy: -0.289 hartree

Geometry as XYZ:
```
98
C34H45BHfN15S2 (the ωB97M-V functional and the def2-TZVPD basis)
Hf 0.336 0.089 0.240
C -2.264 0.512 -1.544
N -1.993 0.330 -0.101
C -2.595 1.418 0.721
C -1.570 2.121 1.547
N -0.267 1.914 1.463
C 0.299 2.690 2.500
C 1.612 2.828 2.947
C 1.835 3.686 4.004
C 0.793 4.399 4.618
C -0.513 4.256 4.201
C -0.723 3.383 3.143
N -1.900 2.980 2.517
C -1.183 1.361 -2.124
N -0.001 1.486 -1.539
C 0.762 2.282 -2.416
C 2.069 2.751 -2.327
C 2.533 3.536 -3.360
C 1.728 3.851 -4.469
C 0.436 3.386 -4.575
C -0.019 2.600 -3.523
N -1.248 1.983 -3.305
H -3.252 0.951 -1.711
H -2.263 -0.472 -2.026
H -2.501 -0.522 0.198
H -3.349 0.972 1.378
H -3.115 2.135 0.079
H 2.432 2.280 2.513
H 2.843 3.813 4.375
H 1.020 5.062 5.439
H -1.322 4.791 4.675
H -2.832 3.299 2.735
H 2.709 2.504 -1.495
H 3.540 3.926 -3.320
H 2.134 4.472 -5.253
H -0.185 3.625 -5.425
H -2.054 2.019 -3.911
C 0.075 -4.271 -0.546
C -0.506 -3.017 -0.665
N 0.180 -2.118 0.037
N 1.227 -2.775 0.618
C 1.167 -4.069 0.277
B 2.062 -2.151 1.764
N 1.042 -1.583 2.770
C 0.826 -1.898 4.049
C -0.270 -1.186 4.508
C -0.675 -0.438 3.417
N 0.111 -0.679 2.356
N 2.968 -0.961 1.288
C 4.257 -0.786 1.576
C 4.633 0.509 1.248
C 3.484 1.083 0.747
N 2.463 0.205 0.772
H -0.262 -5.198 -0.971
H -1.384 -2.727 -1.219
H 1.888 -4.760 0.676
H 2.755 -2.978 2.260
H 1.470 -2.596 4.555
H -0.703 -1.207 5.490
H -1.491 0.260 3.350
H 4.819 -1.591 2.017
H 5.601 0.961 1.362
H 3.329 2.088 0.392
C 0.635 -3.086 -4.045
N 1.917 -3.185 -3.342
C 2.441 -4.554 -3.333
C 2.464 -2.122 -2.736
S 1.419 -0.751 -2.408
N 3.764 -2.050 -2.458
C 4.383 -0.813 -1.973
C 4.795 -2.988 -2.924
H -0.175 -3.479 -3.428
H 0.714 -3.690 -4.947
H 0.423 -2.062 -4.327
H 1.631 -5.199 -3.659
H 2.710 -4.854 -2.321
H 3.282 -4.699 -4.010
H 3.636 -0.043 -1.825
H 5.106 -0.482 -2.719
H 4.912 -1.014 -1.040
H 4.598 -4.008 -2.631
H 5.728 -2.688 -2.453
H 4.922 -2.917 -4.006
S -3.233 -2.245 1.303
C -4.095 -3.629 0.781
N -4.829 -3.635 -0.336
C -5.706 -4.739 -0.731
C -5.124 -6.043 -0.217
C -4.860 -5.926 1.273
N -4.045 -4.736 1.517
H -4.968 -2.729 -0.754
H -5.779 -4.735 -1.818
H -6.707 -4.572 -0.325
H -4.194 -6.270 -0.742
H -5.819 -6.859 -0.409
H -4.317 -6.787 1.658
H -5.797 -5.842 1.830
H -3.497 -4.670 2.361
```

=====

Record 8
A 4-piece molecular cluster, C5H15NO4 overall, computed with the ωB97M-V functional and the def2-TZVPD basis.

- ΔE to the lowest compared entry with this formula, charge and spin: 177.6 kJ/mol
- Lowest unoccupied orbital energy: 0.013 hartree

Geometry as XYZ:
```
25
C5H15NO4 (the ωB97M-V functional and the def2-TZVPD basis)
C -0.687 -0.294 -2.348
C -0.225 0.468 -1.370
N -0.791 1.705 -1.067
C 1.110 0.288 -0.648
C 1.993 1.542 -0.449
C 1.950 2.167 0.902
O 2.930 2.405 1.560
H -1.603 -0.171 -2.912
H -0.230 -1.239 -2.619
H -1.740 1.980 -1.306
H -0.478 2.158 -0.239
H 1.704 -0.361 -1.290
H 0.925 -0.204 0.307
H 1.691 2.260 -1.214
H 3.037 1.310 -0.668
H 0.927 2.438 1.271
O -2.503 -1.898 0.798
H -2.044 -2.714 1.004
H -2.520 -1.602 -0.140
O -1.371 0.087 2.618
H -2.301 0.001 2.371
H -1.086 -0.809 2.749
O 0.116 -3.123 1.076
H 0.715 -3.853 1.219
H 0.479 -2.542 0.393
```